1.
{
  "formula": "C4H7N3O",
  "method": "wB97M-V/def2-TZVPD",
  "e_homo_ev": -9.3,
  "orbital_gap_ev": 10.00,
  "e_lumo_ev": 0.67,
  "smiles": "[H]/N=c1\\nc(CC)o[nH]1",
  "symbols": ["C", "C", "C", "C", "H", "H", "H", "H", "H", "H", "H", "N", "N", "N", "O"],
  "positions_angstrom": [[1.281, 1.955, 0.489], [0.324, 1.355, -0.526], [-0.021, -0.091, -0.372], [-1.239, -1.758, -0.212], [2.257, 1.282, 0.516], [0.880, 1.864, 1.602], [1.609, 2.919, 0.130], [-0.775, 1.872, -0.476], [0.813, 1.436, -1.534], [-3.042, -2.086, -0.432], [0.251, -2.621, 1.180], [-1.219, -0.477, -0.698], [-2.231, -2.553, -0.023], [0.202, -2.184, 0.170], [0.908, -0.913, 0.186]]
}

2.
{
  "formula": "C18H34FN6O4S",
  "method": "wB97M-V/def2-TZVPD",
  "e_homo_ev": -11.3,
  "orbital_gap_ev": 8.52,
  "total_charge": 1,
  "e_lumo_ev": -2.75,
  "symbols": ["O", "O", "O", "O", "F", "C", "C", "C", "C", "C", "N", "N", "N", "N", "N", "N", "C", "C", "C", "C", "C", "C", "C", "C", "C", "C", "C", "C", "C", "S", "H", "H", "H", "H", "H", "H", "H", "H", "H", "H", "H", "H", "H", "H", "H", "H", "H", "H", "H", "H", "H", "H", "H", "H", "H", "H", "H", "H", "H", "H", "H", "H", "H", "H"],
  "positions_angstrom": [[1.032, 3.292, 1.103], [-3.597, 1.388, 0.769], [2.834, -2.483, -4.345], [0.818, -1.105, -4.271], [-0.873, -1.738, 0.471], [0.920, 2.301, 0.390], [-2.558, 2.016, 0.643], [0.043, -2.397, -0.272], [0.903, -3.271, 0.354], [0.187, 3.419, 5.622], [-0.187, 4.591, 5.187], [-2.585, 3.142, -0.076], [-0.620, 2.370, 5.621], [-0.054, 1.390, 0.511], [1.071, -2.996, -2.473], [1.408, 3.311, 6.062], [1.943, 2.031, -0.690], [-1.562, 4.167, -0.276], [0.108, -2.131, -1.756], [0.748, -3.374, -6.706], [1.942, -4.051, -0.411], [2.292, -3.401, -1.753], [-1.999, 2.305, 5.083], [-2.082, 1.524, 3.762], [0.409, -5.095, -4.773], [-0.828, -4.194, -4.795], [-1.051, 2.004, 2.727], [0.533, -3.636, -5.210], [-1.298, 1.436, 1.318], [1.385, -2.453, -4.105], [0.808, -3.424, 1.425], [0.457, 5.359, 5.159], [-1.113, 4.696, 4.816], [-3.488, 3.323, -0.489], [-0.247, 1.511, 5.989], [0.024, 0.603, -0.116], [1.753, 2.427, 6.393], [2.020, 4.107, 6.046], [2.690, 2.824, -0.681], [1.452, 2.013, -1.662], [2.429, 1.074, -0.507], [-0.797, 3.816, -0.970], [-1.103, 4.439, 0.675], [-2.018, 5.063, -0.700], [0.391, -1.079, -1.869], [-0.891, -2.253, -2.187], [1.817, -3.399, -6.943], [0.355, -2.389, -6.978], [0.243, -4.129, -7.317], [1.562, -5.062, -0.589], [2.854, -4.137, 0.189], [2.924, -2.522, -1.578], [2.874, -4.115, -2.348], [-2.401, 3.305, 4.919], [-2.647, 1.814, 5.813], [-3.091, 1.643, 3.367], [-1.916, 0.464, 3.960], [0.486, -5.870, -5.544], [0.813, -5.382, -3.797], [-1.246, -3.891, -3.830], [-1.572, -4.371, -5.578], [-1.074, 3.093, 2.677], [-0.060, 1.693, 3.064], [-1.569, 0.392, 1.478]]
}

3.
{
  "formula": "C6H12O",
  "method": "wB97M-V/def2-TZVPD",
  "e_homo_ev": -9.4,
  "orbital_gap_ev": 10.51,
  "e_lumo_ev": 1.13,
  "smiles": "C[C@H]1CO1.C=CC",
  "symbols": ["C", "C", "C", "C", "O", "C", "C", "H", "H", "H", "H", "H", "H", "H", "H", "H", "H", "H", "H"],
  "positions_angstrom": [[1.102, 1.814, -1.296], [-0.015, 0.816, -1.404], [0.067, -0.337, -2.062], [0.713, -0.124, 1.183], [-0.373, 0.691, 1.628], [-0.391, -0.698, 1.943], [-1.478, -1.508, 1.275], [0.988, 2.566, -2.082], [1.089, 2.340, -0.335], [2.083, 1.343, -1.425], [-0.913, 1.054, -0.833], [0.987, -0.634, -2.564], [-0.766, -1.033, -2.099], [0.738, -0.347, 0.117], [1.663, 0.118, 1.652], [-0.206, -0.925, 2.991], [-1.785, -1.032, 0.337], [-2.355, -1.578, 1.925], [-1.147, -2.526, 1.047]]
}

4.
{
  "formula": "C12H13NO",
  "method": "wB97M-V/def2-TZVPD",
  "e_homo_ev": -7.0,
  "orbital_gap_ev": 6.71,
  "e_lumo_ev": -0.33,
  "smiles": "Cc1cc(C)c2c(C)[nH]c(=O)cc2c1",
  "symbols": ["O", "C", "C", "C", "C", "C", "C", "C", "C", "C", "N", "C", "C", "C", "H", "H", "H", "H", "H", "H", "H", "H", "H", "H", "H", "H", "H"],
  "positions_angstrom": [[-1.165, -0.983, 4.100], [-0.989, -0.702, 2.913], [-0.142, -1.452, 2.067], [-1.184, 1.012, 1.204], [0.989, -0.192, -1.702], [1.348, -1.475, -1.307], [0.956, -1.823, 0.016], [0.199, 0.677, -0.960], [0.202, -0.946, 0.822], [-0.236, 0.294, 0.352], [-1.497, 0.497, 2.452], [-1.840, 2.345, 0.899], [2.240, -2.345, -2.161], [-0.183, 1.940, -1.692], [0.271, -2.368, 2.514], [1.285, 0.071, -2.709], [1.290, -2.774, 0.405], [-2.006, 1.060, 3.136], [-1.178, 3.176, 1.205], [-2.135, 2.443, -0.158], [-2.784, 2.474, 1.446], [1.659, -3.123, -2.661], [3.019, -2.777, -1.548], [2.733, -1.736, -2.941], [-1.207, 1.818, -2.039], [0.412, 2.089, -2.600], [-0.053, 2.800, -1.053]]
}

no.,E_tot (eV)
1,-10776.670
2,-49894.623
3,-8461.779
4,-16192.231